The following is a DFT calculation (wB97M-V/def2-TZVPD) of an isolated molecule of C5H8N2 at a distorted geometry.

XYZ file:
```
15
Properties=species:S:1:pos:R:3:lowdin_charge:R:1
N 2.547 2.327 0.093 0.134
N 1.361 -0.804 0.241 0.014
C 1.682 1.582 0.288 -0.175
C -1.023 -0.998 -0.522 -0.140
C -1.902 0.044 0.054 -0.127
C -0.516 0.453 -0.350 -0.230
C 0.727 0.466 0.546 -0.355
H 1.591 -0.819 -0.748 0.102
H 0.473 0.508 1.611 0.149
H -0.457 1.134 -1.206 0.139
H 2.123 -1.096 0.823 0.084
H -1.095 -1.387 -1.529 0.099
H -2.697 0.390 -0.590 0.099
H -0.680 -1.763 0.177 0.100
H -2.133 -0.037 1.111 0.105
```

Energy above the lowest of the compared OMol25 structures with the same formula, charge and spin = 46.9 kcal per mole
2S+1 = 1
HOMO energy = -9.523 eV
Structure (SMILES) = N#C[C@H](N)C1CC1
Molecular weight = 96.133 g mol⁻¹

---

The following is a DFT calculation (wB97M-V/def2-TZVPD) of an isolated molecule of C5H8N2.

XYZ file:
```
15
Properties=species:S:1:pos:R:3:lowdin_charge:R:1
N 0.277 -1.082 -0.748 0.047
N 1.147 2.415 -0.397 0.055
C -1.426 -1.607 1.094 -0.040
C -0.291 0.620 0.539 -0.024
C 0.678 1.080 -0.389 -0.353
C 1.012 0.007 -1.188 -0.072
C -0.513 -0.709 0.313 -0.335
H 0.836 2.998 -1.150 0.064
H -2.432 -1.172 1.114 0.079
H 1.607 -0.002 -2.092 0.106
H -1.079 -1.673 2.132 0.078
H 2.112 2.559 -0.153 0.067
H -0.781 1.228 1.285 0.110
H 0.360 -2.038 -1.056 0.147
H -1.507 -2.624 0.696 0.071
```

Energy above the lowest of the compared OMol25 structures with the same formula, charge and spin = 8.3 kcal per mole
2S+1 = 1
HOMO energy = -7.841 eV
Structure (SMILES) = Cc1cc(N)c[nH]1
Molecular weight = 96.133 g mol⁻¹

---

The following is a DFT calculation (wB97M-V/def2-TZVPD) of an isolated molecule of C5H8N2 at a distorted geometry.

XYZ file:
```
15
Properties=species:S:1:pos:R:3:lowdin_charge:R:1
N 1.078 -0.013 0.085 -0.225
N 0.022 -0.801 0.349 0.104
C -1.043 -0.125 -0.078 -0.365
C -2.446 -0.564 0.249 -0.050
C -0.677 1.116 -0.655 -0.035
C 0.699 1.142 -0.507 -0.089
C 2.418 -0.536 0.296 -0.025
H 1.431 1.895 -0.771 0.114
H -3.191 -0.104 -0.408 0.071
H 3.137 0.286 0.244 0.085
H -1.296 1.880 -1.091 0.092
H -2.581 -1.650 0.203 0.072
H 2.657 -1.289 -0.463 0.087
H 2.472 -1.012 1.282 0.087
H -2.680 -0.224 1.265 0.076
```

Energy above the lowest of the compared OMol25 structures with the same formula, charge and spin = 12.1 kcal per mole
2S+1 = 1
HOMO energy = -8.961 eV
Structure (SMILES) = Cc1ccn(C)n1
Molecular weight = 96.133 g mol⁻¹

---

Which formula does entry 1 have? C5H8N2

---

molecular weight of number 3 (C5H8N2)? 96.133 g mol⁻¹

---

Which formula does entry 2 have? C5H8N2

---

Which value of molecular weight does entry 3 give? 96.133 g mol⁻¹